# 1
{
  "formula": "C44H33AuF9N3O2P",
  "method": "ωB97M-V with the def2-TZVPD basis set",
  "total_charge": -1,
  "mol_weight_da": 1034.69,
  "lumo_ev": 1.9,
  "orbital_gap_ev": 6.62,
  "e_tot_ev": -92173.3467,
  "symbols": ["Au", "C", "C", "C", "C", "C", "C", "C", "C", "N", "C", "O", "C", "C", "C", "C", "C", "N", "C", "O", "N", "C", "C", "C", "C", "C", "C", "C", "C", "H", "H", "H", "H", "H", "H", "H", "H", "H", "H", "H", "H", "H", "H", "H", "H", "H", "H", "H", "H", "H", "F", "C", "F", "F", "C", "C", "C", "C", "C", "C", "P", "C", "C", "C", "C", "C", "C", "C", "F", "F", "F", "C", "C", "C", "C", "C", "C", "C", "F", "F", "F", "H", "H", "H", "H", "H", "H", "H", "H", "H", "H", "H", "H"],
  "positions_angstrom": [[0.72441, 0.38436, -1.15223], [3.04541, 1.95754, 2.58942], [3.92912, 1.37981, 1.52483], [5.17782, 0.86371, 1.85372], [6.02443, 0.36088, 0.88020], [5.62512, 0.38939, -0.44657], [4.38398, 0.89442, -0.80868], [3.96459, 0.92704, -2.24920], [3.51041, 1.37356, 0.18576], [2.22176, 1.78969, -0.19482], [1.86220, 3.07418, -0.06420], [2.51302, 3.98529, 0.46477], [0.49184, 3.41116, -0.64268], [-0.23866, 4.54458, -0.30548], [-1.50216, 4.69409, -0.86867], [-2.01661, 3.72299, -1.72485], [-1.21514, 2.62683, -2.01629], [0.00081, 2.54580, -1.50811], [-1.62448, 1.46764, -2.92421], [-2.59932, 1.62214, -3.67425], [-0.84815, 0.38727, -2.80750], [-0.95448, -0.66940, -3.73182], [-0.02467, -0.76408, -4.77953], [1.02413, 0.29774, -4.97727], [-0.06248, -1.86596, -5.62576], [-1.00801, -2.86431, -5.46126], [-1.94486, -2.75083, -4.44572], [-1.93282, -1.66220, -3.58513], [-2.95286, -1.52491, -2.49383], [3.35652, 1.62905, 3.58269], [2.00973, 1.66508, 2.42356], [3.07107, 3.04877, 2.54768], [5.49376, 0.86895, 2.89178], [6.99154, -0.04449, 1.15340], [6.29065, 0.01630, -1.21765], [4.74712, 0.52231, -2.89175], [3.73424, 1.94633, -2.56490], [3.04923, 0.34325, -2.38837], [0.17858, 5.26932, 0.38085], [-2.09424, 5.57001, -0.63170], [-3.00109, 3.80612, -2.16462], [0.73127, 1.22907, -4.49838], [1.19301, 0.48094, -6.03942], [1.97370, -0.01687, -4.53581], [0.66391, -1.93406, -6.42907], [-1.01588, -3.72448, -6.11995], [-2.70140, -3.51913, -4.32459], [-3.54697, -2.43399, -2.38697], [-3.62163, -0.68597, -2.70230], [-2.45524, -1.30795, -1.54853], [-7.11308, -1.63805, 2.48615], [-6.72877, -0.97802, 1.37480], [-7.27812, -1.63100, 0.32641], [-7.30830, 0.24008, 1.41517], [-5.23838, -0.88037, 1.25778], [-4.41690, -1.73824, 1.97617], [-3.04116, -1.64157, 1.84844], [-2.48433, -0.68865, 1.00156], [-3.31909, 0.15669, 0.27169], [-4.69378, 0.06702, 0.40066], [-0.67982, -0.41477, 0.79851], [-0.43028, 0.44912, 2.39004], [-0.02211, -0.14314, 3.58036], [0.15671, 0.63099, 4.71619], [-0.07497, 1.99626, 4.66653], [-0.49522, 2.59843, 3.48619], [-0.67266, 1.82312, 2.35742], [0.09692, 2.84292, 5.88970], [-1.09974, 3.26248, 6.36943], [0.81901, 3.95223, 5.64645], [0.70633, 2.18096, 6.89380], [0.10012, -2.04186, 0.98045], [1.44186, -2.08619, 1.37318], [2.19161, -3.23305, 1.18543], [1.61240, -4.34259, 0.58361], [0.27858, -4.31541, 0.19770], [-0.47461, -3.17279, 0.39871], [2.42881, -5.56648, 0.30294], [2.15146, -6.08184, -0.91197], [2.19141, -6.55789, 1.19994], [3.75061, -5.32167, 0.34446], [-4.85614, -2.47454, 2.63628], [-2.39858, -2.30510, 2.41508], [-2.88413, 0.87161, -0.41710], [-5.34263, 0.71532, -0.17405], [0.16808, -1.20808, 3.62230], [0.48957, 0.17708, 5.63987], [-0.65311, 3.66892, 3.44862], [-0.98200, 2.28439, 1.42688], [1.91743, -1.20118, 1.78139], [3.23304, -3.25302, 1.47705], [-0.16033, -5.17933, -0.28449], [-1.50791, -3.14981, 0.07368]],
  "mulliken_charge": [1.25, -1.15, 1.36, -0.91, -0.84, -1.05, 0.86, -0.97, -0.36, 0.24, 0.26, -0.78, -0.06, -0.64, -0.43, -0.72, 0.23, 0.05, 0.15, -0.80, 0.34, -0.61, 0.97, -1.63, -0.66, -0.86, -0.94, 1.31, -1.04, 0.49, -0.23, 0.42, 0.39, 0.39, 0.37, 0.45, 0.31, -0.14, 0.57, 0.40, 0.54, 0.23, 0.47, 0.20, 0.43, 0.39, 0.37, 0.43, 0.37, -0.07, -0.29, 0.82, -0.26, -0.27, 0.36, -0.99, -0.55, 0.11, -0.28, -0.85, 1.88, 0.51, -0.12, -1.06, 0.41, -1.02, -0.58, 0.77, -0.27, -0.26, -0.30, 0.02, -0.48, -0.96, 0.38, -1.14, -0.84, 0.78, -0.27, -0.26, -0.28, 0.46, 0.46, 0.36, 0.46, 0.42, 0.46, 0.45, 0.33, 0.36, 0.49, 0.40, 0.32]
}


# 2
{
  "formula": "C44H34As2MgN5O6S2",
  "method": "ωB97M-V with the def2-TZVPD basis set",
  "total_charge": -1,
  "mol_weight_da": 967.07,
  "lumo_ev": 2.0,
  "orbital_gap_ev": 6.08,
  "e_tot_ev": -214716.3698,
  "e_above_lowest_kcal_mol": 11.91,
  "symbols": ["Mg", "C", "C", "C", "C", "N", "C", "C", "C", "C", "C", "C", "N", "C", "C", "C", "C", "C", "N", "H", "H", "H", "H", "H", "H", "H", "H", "H", "H", "H", "O", "As", "O", "O", "C", "C", "C", "C", "C", "C", "S", "O", "O", "O", "H", "H", "H", "H", "H", "C", "C", "C", "C", "C", "C", "As", "C", "C", "C", "C", "C", "C", "C", "C", "C", "C", "C", "C", "H", "H", "H", "H", "H", "H", "H", "H", "H", "H", "H", "H", "H", "C", "C", "C", "C", "N", "C", "S", "N", "H", "H", "H", "H", "H"],
  "positions_angstrom": [[1.16450, -0.47184, 0.40943], [2.53781, 3.06042, 2.73338], [3.17909, 3.83654, 1.78305], [3.14726, 3.44422, 0.45664], [2.45091, 2.29077, 0.12307], [1.82090, 1.55409, 1.04002], [1.87817, 1.91403, 2.32084], [2.31838, 1.79737, -1.27381], [2.70328, 2.51404, -2.39683], [2.41237, 1.98443, -3.64262], [1.68472, 0.81286, -3.74025], [1.30720, 0.17826, -2.56545], [1.70054, 0.62832, -1.38209], [0.33606, -0.94901, -2.49138], [-0.23918, -1.53630, -3.60697], [-1.21165, -2.50437, -3.41987], [-1.57001, -2.86531, -2.13351], [-0.93159, -2.24197, -1.07284], [-0.01084, -1.30370, -1.25122], [2.55534, 3.32039, 3.78234], [3.70866, 4.73579, 2.07146], [3.65024, 4.02315, -0.30341], [1.40727, 1.24359, 3.03447], [3.17989, 3.47829, -2.30752], [2.69574, 2.52151, -4.53824], [1.36668, 0.44186, -4.70252], [0.04589, -1.22732, -4.60123], [-1.68940, -2.96546, -4.27478], [-2.33038, -3.61010, -1.94531], [-1.14085, -2.49283, -0.04059], [-0.63847, -2.65305, 4.05337], [0.69025, -1.76505, 3.27774], [1.08802, -0.52204, 4.26260], [0.11372, -1.40556, 1.74825], [1.95549, -3.23919, 3.16275], [1.75712, -4.29206, 4.04982], [2.60739, -5.39019, 4.05083], [3.66750, -5.44427, 3.16378], [3.88182, -4.39658, 2.28020], [3.03160, -3.30065, 2.27472], [3.41860, -1.98883, 1.12258], [4.81986, -2.11229, 0.82610], [3.00726, -0.76357, 1.81413], [2.52012, -2.16006, -0.03202], [-1.13592, -1.99866, 4.56284], [0.92356, -4.24804, 4.73618], [2.43808, -6.19945, 4.75008], [4.33712, -6.29519, 3.16308], [4.72015, -4.40211, 1.59742], [-3.76592, 0.86073, 6.12457], [-2.39724, 0.71820, 5.96751], [-1.81245, 0.88328, 4.71343], [-2.60175, 1.19144, 3.60997], [-3.97966, 1.32884, 3.77481], [-4.55848, 1.16614, 5.02292], [-1.72931, 1.43865, 1.85768], [-2.43113, 3.21310, 1.47972], [-1.94181, 4.42096, 1.94894], [-2.54753, 5.60600, 1.55447], [-3.63060, 5.57701, 0.68400], [-4.11197, 4.37055, 0.20030], [-3.51130, 3.17932, 0.59177], [-3.91740, 1.82555, 0.16746], [-4.92992, 1.52173, -0.73452], [-5.22680, 0.19669, -1.01186], [-4.52566, -0.83056, -0.39098], [-3.49703, -0.53406, 0.49347], [-3.18907, 0.78892, 0.75827], [-4.21943, 0.73264, 7.10018], [-1.77140, 0.47414, 6.81791], [-0.74387, 0.72760, 4.59691], [-4.60294, 1.56227, 2.91877], [-5.63042, 1.27445, 5.13805], [-1.08927, 4.44268, 2.61881], [-2.17004, 6.55469, 1.91672], [-4.09266, 6.50344, 0.36535], [-4.94465, 4.36121, -0.49216], [-5.46473, 2.31375, -1.24229], [-6.00818, -0.03897, -1.72424], [-4.77479, -1.86314, -0.60658], [-2.93565, -1.32686, 0.97490], [-4.92505, 4.69088, -3.81153], [-3.58099, 4.74214, -3.13659], [-2.97657, 5.94936, -2.80969], [-1.75374, 5.84477, -2.15933], [-1.16778, 4.69988, -1.87648], [-1.81481, 3.55741, -2.24299], [-1.06660, 2.05219, -1.91729], [-3.02542, 3.57356, -2.85764], [-5.26883, 5.68270, -4.10618], [-5.66291, 4.25150, -3.13613], [-4.87258, 4.04796, -4.69011], [-3.43012, 6.90508, -3.03465], [-1.21960, 6.74258, -1.85164]],
  "mulliken_charge": [3.78, -1.11, -0.64, -0.99, 0.46, 0.57, -0.16, 0.37, -0.66, -1.05, -0.68, 0.26, 0.18, 0.37, -0.61, -0.75, -0.86, -0.68, 0.33, 0.54, 0.41, 0.40, 0.42, 0.36, 0.41, 0.42, 0.42, 0.40, 0.46, 0.57, -0.72, 1.02, -0.87, -0.38, -0.42, -0.74, -0.53, -0.60, -0.64, 0.17, 1.30, -0.76, -0.67, -0.85, 0.32, 0.49, 0.39, 0.37, 0.47, -0.36, -0.84, -0.46, 0.52, -0.32, -0.80, 0.63, -0.02, -0.74, -0.74, -0.88, -0.27, 0.31, 0.95, -0.48, -1.07, -0.63, -0.43, -0.20, 0.36, 0.43, 0.61, 0.33, 0.39, 0.44, 0.38, 0.37, 0.39, 0.26, 0.36, 0.41, 0.53, -1.22, 1.04, -0.73, -0.35, -0.42, -0.42, 0.12, -0.35, 0.36, 0.22, 0.30, 0.35, 0.36]
}